<i>
{
  "formula": "C5H13N2",
  "method": "the ωB97M-V functional and the def2-TZVPD basis",
  "lumo_energy_ev": [0.6, 0.4],
  "multiplicity": 2,
  "s2": 0.755,
  "homo_lumo_gap_ha": [0.159, 0.298],
  "species": ["C", "C", "C", "C", "C", "N", "N", "H", "H", "H", "H", "H", "H", "H", "H", "H", "H", "H", "H", "H"],
  "positions_angstrom": [[0.62, -1.11, 2.01], [-0.19, -1.35, 0.72], [-0.77, -0.02, 0.22], [0.21, 1.00, -0.32], [-0.21, 1.64, -1.50], [0.88, 2.31, -2.31], [-1.34, -2.21, 1.00], [0.10, -0.73, 2.89], [1.09, -2.04, 2.34], [1.41, -0.38, 1.84], [0.55, -1.70, -0.03], [-1.53, -0.26, -0.52], [-1.30, 0.48, 1.07], [1.20, 1.03, 0.11], [-1.24, 1.71, -1.80], [1.66, 2.58, -1.72], [1.23, 1.58, -2.94], [0.50, 3.07, -2.86], [-1.21, -2.95, 1.68], [-1.66, -2.65, 0.14]],
  "lowdin_spin": [0.00, 0.01, 0.05, 0.35, 0.31, 0.09, 0.00, 0.00, 0.00, 0.00, 0.01, 0.00, 0.01, 0.04, 0.03, 0.01, 0.06, 0.02, 0.00, 0.00]
}

<ii>
{
  "formula": "C5H13N2",
  "method": "the ωB97M-V functional and the def2-TZVPD basis",
  "lumo_energy_ev": [1.1, -0.4],
  "multiplicity": 2,
  "s2": 0.754,
  "homo_lumo_gap_ha": [0.387, 0.335],
  "species": ["N", "C", "C", "C", "C", "C", "N", "H", "H", "H", "H", "H", "H", "H", "H", "H", "H", "H", "H", "H"],
  "positions_angstrom": [[-0.34, 2.03, 0.46], [-0.07, 0.61, 0.61], [1.43, 0.49, 1.03], [2.33, 0.08, -0.11], [2.65, -1.18, -0.42], [-1.08, 0.07, 1.60], [-2.43, 0.10, 0.93], [-0.58, 2.46, 1.35], [-0.17, 0.22, -0.42], [-2.42, 0.99, 0.44], [-2.59, -2.00, -6.13], [1.45, -0.23, 1.86], [1.68, 1.52, 1.32], [2.45, 0.96, -0.73], [2.38, -1.98, 0.27], [3.12, -1.32, -1.40], [-0.89, -0.99, 1.84], [-1.05, 0.68, 2.51], [-2.65, -2.60, -6.56], [-3.22, 0.10, 1.56]],
  "lowdin_spin": [0.80, 0.06, 0.06, 0.00, 0.01, 0.01, 0.02, 0.02, 0.00, 0.01, 0.00, 0.00, 0.01, 0.00, 0.00, 0.00, 0.00, 0.00, 0.00, 0.00]
}

Computed relative energies in units of kJ/mol: <i> 36.0; <ii> 0.0

<i>
{
  "formula": "C3H13O5",
  "method": "the ωB97M-V functional and the def2-TZVPD basis",
  "total_charge": -1,
  "lumo_energy_ev": 3.6,
  "homo_lumo_gap_ha": 0.305,
  "species": ["C", "C", "O", "C", "O", "H", "H", "H", "H", "H", "H", "H", "H", "H", "O", "H", "H", "O", "H", "H", "O"],
  "positions_angstrom": [[0.31, 1.97, -0.31], [1.30, 0.92, 0.13], [2.64, 1.50, 0.21], [-1.14, 1.73, 0.35], [-1.25, 0.95, 1.47], [0.11, 1.79, -1.43], [0.66, 2.98, -0.28], [1.03, 0.54, 1.11], [1.37, 0.11, -0.60], [2.95, 1.69, -0.68], [-1.41, 2.80, 0.65], [-1.77, 1.39, -0.51], [1.22, -2.06, -0.26], [0.39, -3.23, -0.85], [1.00, -2.50, -1.08], [-1.79, -2.54, -1.50], [-1.37, -2.29, -0.04], [-1.38, -3.01, -0.76], [-0.73, -0.13, 1.28], [-1.30, -1.20, 1.97], [-0.85, -1.43, 1.14]],
  "nbo_charge": [-0.46, -0.08, -0.75, -0.02, -0.83, 0.17, 0.20, 0.20, 0.17, 0.45, 0.13, 0.12, 0.47, 0.50, -0.99, 0.45, 0.52, -1.02, 0.48, 0.45, -1.16]
}

<ii>
{
  "formula": "C3H13O5",
  "method": "the ωB97M-V functional and the def2-TZVPD basis",
  "total_charge": -1,
  "lumo_energy_ev": 3.8,
  "homo_lumo_gap_ha": 0.303,
  "species": ["C", "C", "O", "C", "O", "H", "H", "H", "H", "H", "H", "H", "H", "H", "O", "H", "H", "O", "H", "H", "O"],
  "positions_angstrom": [[-1.51, -0.39, 0.62], [-0.77, -0.97, -0.60], [-1.38, -0.62, -1.87], [-0.56, 0.76, 1.14], [0.67, 0.27, 1.50], [-1.64, -1.08, 1.46], [-2.47, 0.00, 0.22], [0.22, -0.52, -0.69], [-0.76, -2.06, -0.60], [-2.18, -0.11, -1.70], [-0.46, 1.53, 0.37], [-1.07, 1.19, 2.04], [-0.39, 0.79, -2.52], [0.62, 1.73, -2.04], [-0.03, 1.67, -2.76], [2.69, -2.05, 1.40], [1.31, -1.88, 1.81], [1.99, -2.59, 1.81], [1.39, 0.87, 0.54], [2.50, 2.01, 0.13], [1.82, 1.49, -0.25]],
  "nbo_charge": [-0.46, -0.07, -0.76, -0.04, -0.93, 0.20, 0.17, 0.20, 0.16, 0.46, 0.15, 0.11, 0.48, 0.50, -1.00, 0.46, 0.50, -0.98, 0.49, 0.45, -1.09]
}

Computed relative energies in units of kJ/mol: <i> 106.8; <ii> 0.0

<i>
{
  "formula": "C4H8N2OS",
  "method": "the ωB97M-V functional and the def2-TZVPD basis",
  "lumo_energy_ev": [0.8, -3.0],
  "multiplicity": 3,
  "s2": 2.008,
  "homo_lumo_gap_ha": [0.307, 0.254],
  "species": ["C", "C", "C", "C", "N", "N", "O", "S", "H", "H", "H", "H", "H", "H", "H", "H"],
  "positions_angstrom": [[3.10, -0.83, 0.12], [-0.43, 2.06, -0.12], [-2.54, -1.25, -0.94], [-1.26, 1.63, 0.81], [4.28, -1.04, 0.21], [1.96, -0.71, -0.25], [-0.58, -1.63, 0.65], [-1.39, -2.27, -0.40], [-0.58, 2.99, -0.65], [1.12, -1.02, 0.20], [0.46, 1.51, -0.40], [-3.19, -1.63, -1.70], [-2.67, -0.24, -0.60], [4.97, -0.47, 0.66], [-1.09, 0.70, 1.33], [-2.14, 2.18, 1.09]],
  "lowdin_spin": [0.00, 0.00, 0.82, 0.00, 0.00, 0.01, 0.48, 0.61, 0.00, 0.00, 0.00, 0.04, 0.04, 0.00, 0.00, 0.00]
}

<ii>
{
  "formula": "C4H8N2OS",
  "method": "the ωB97M-V functional and the def2-TZVPD basis",
  "lumo_energy_ev": [0.7, -2.2],
  "multiplicity": 3,
  "s2": 2.024,
  "homo_lumo_gap_ha": [0.241, 0.238],
  "species": ["C", "C", "C", "C", "N", "N", "O", "S", "H", "H", "H", "H", "H", "H", "H", "H"],
  "positions_angstrom": [[-0.82, 0.04, 0.03], [-0.21, 0.40, -1.11], [0.01, -1.93, 2.93], [0.66, 1.72, -3.24], [-0.37, -1.01, 0.79], [-0.24, -0.76, 2.02], [-0.32, 0.38, 2.50], [-0.85, 1.66, -2.18], [-1.72, 0.39, 0.41], [0.73, 0.01, -1.22], [-0.76, -1.89, 3.61], [-0.01, -2.74, 2.17], [0.95, -1.55, 3.44], [1.10, 0.78, -3.38], [1.51, 2.09, -2.66], [0.34, 2.41, -4.13]],
  "lowdin_spin": [0.09, 0.28, 0.02, 0.01, 0.46, 0.42, 0.49, 0.17, 0.00, 0.02, 0.01, 0.00, 0.01, 0.00, 0.00, 0.00]
}

Computed relative energies in units of kJ/mol: <i> 0.0; <ii> 142.1

<i>
{
  "formula": "C5H7N3O2",
  "method": "the ωB97M-V functional and the def2-TZVPD basis",
  "lumo_energy_ev": 0.6,
  "smiles": "NC(=O)[C@@H]1CN=CNC1=O",
  "homo_lumo_gap_ha": 0.383,
  "species": ["N", "C", "O", "C", "C", "N", "C", "N", "C", "O", "H", "H", "H", "H", "H", "H", "H"],
  "positions_angstrom": [[-2.10, 1.24, 0.02], [-0.91, 1.11, -0.59], [-0.74, 1.60, -1.70], [0.28, 0.69, 0.30], [1.52, 0.38, -0.53], [1.48, -0.92, -1.19], [0.88, -1.85, -0.57], [0.22, -1.70, 0.65], [-0.11, -0.48, 1.18], [-0.72, -0.37, 2.23], [-2.55, 0.45, 0.46], [-2.57, 2.13, -0.27], [0.47, 1.54, 0.97], [2.40, 0.39, 0.13], [1.67, 1.16, -1.28], [0.87, -2.87, -0.96], [-0.09, -2.52, 1.15]],
  "nbo_charge": [-0.86, 0.68, -0.58, -0.43, -0.26, -0.41, 0.26, -0.65, 0.68, -0.58, 0.42, 0.42, 0.27, 0.21, 0.24, 0.19, 0.42]
}

<ii>
{
  "formula": "C5H7N3O2",
  "method": "the ωB97M-V functional and the def2-TZVPD basis",
  "lumo_energy_ev": [-0.8, -0.8],
  "homo_lumo_gap_ha": [0.264, 0.264],
  "species": ["C", "C", "C", "C", "C", "N", "N", "N", "O", "O", "H", "H", "H", "H", "H", "H", "H"],
  "positions_angstrom": [[-1.25, -1.35, 0.31], [-2.49, 2.94, 0.23], [1.15, -1.10, -0.92], [1.73, 0.74, 0.70], [0.61, 0.12, -0.16], [-1.91, -2.39, 0.04], [-2.39, -3.46, -0.27], [-0.62, -0.29, 0.63], [-1.36, 3.22, 0.23], [-3.56, 2.59, 0.19], [1.94, -0.94, -1.61], [1.75, -1.74, -0.17], [0.39, -1.71, -1.27], [1.41, 1.67, 1.04], [2.65, 0.76, 0.08], [1.83, 0.07, 1.64], [0.10, 0.87, -0.69]],
  "nbo_charge": [0.41, 1.03, -0.63, -0.61, -0.05, -0.17, -0.06, -0.40, -0.54, -0.49, 0.23, 0.21, 0.21, 0.22, 0.22, 0.22, 0.21]
}

Computed relative energies in units of kJ/mol: <i> 0.0; <ii> 418.5